[1]
A 10-piece molecular cluster, C35H94Br3N7O7 overall at a distorted geometry. Source: the Open Molecules 2025 dataset; level of theory: wB97M-V/def2-TZVPD.

The geometry in XYZ format:
```
146
Properties=species:S:1:pos:R:3:forces:R:3
C 0.0095 -3.6291 -5.1456 0.65 -0.84 -1.44
H -11.6602 -6.6093 -2.4472 0.93 0.62 -0.09
H -2.9561 2.4528 2.0512 -1.27 -0.39 -0.11
C -0.3833 2.7983 -1.8654 -0.12 0.60 -0.17
O 6.8719 3.2637 7.2037 -1.13 -1.13 -0.27
H -1.8562 -0.1104 2.4191 -0.57 0.05 0.58
C -8.9268 -7.0219 -1.9686 1.82 0.24 0.99
Br 2.7235 0.5226 -3.5760 0.00 0.03 -0.10
H 0.1584 3.9298 0.7705 0.05 -0.39 0.11
O -10.3802 -3.6361 -1.2129 0.42 -1.07 0.76
N 0.3876 -5.4384 -3.5996 1.15 -0.72 0.47
H 1.5915 2.9319 -0.7694 -1.05 0.27 -0.21
H 0.4813 2.3219 1.4562 0.33 -0.39 0.42
H -0.9058 9.6036 -0.1965 -0.35 -0.07 0.69
C 0.8350 -3.2266 4.8028 0.66 -0.41 -0.56
H -10.6751 -5.7790 -3.5066 0.31 -0.01 0.79
H -0.4301 -2.0904 1.8722 -0.17 0.08 0.29
H 4.4926 -0.1067 -5.3303 0.76 -0.01 -0.44
C -9.9792 -2.2773 -1.1984 1.32 0.62 0.17
H -0.2654 -5.8921 -4.2355 -0.29 -0.13 -0.25
H 6.1969 2.9044 -5.7005 0.31 -0.34 0.10
H 5.9293 -0.6057 -6.4267 -0.36 -0.68 0.74
H -9.4813 -2.0854 -2.1589 -0.18 0.39 0.16
O -0.8687 -4.6237 -5.6640 -0.37 -0.16 -0.01
C 6.5643 0.0526 6.1622 0.96 -1.97 -0.83
H 3.3908 0.9144 5.7723 0.18 -0.42 -0.42
H -3.0172 7.0796 -2.1655 -0.08 -0.13 0.42
H -0.8461 -3.6412 2.6024 -0.49 0.08 -0.19
H 0.0676 0.3690 -1.0900 0.27 0.34 0.44
C 0.2114 -3.9534 -3.6976 -1.42 -0.29 0.94
C 6.1875 2.4171 8.1246 0.93 -0.28 -0.26
C 1.4327 9.2607 0.9463 0.32 -0.49 1.59
N 5.3193 1.2452 -6.7226 1.41 0.72 0.44
H 2.4221 8.9957 0.6272 0.53 0.36 -0.58
C 0.3938 -1.6473 6.5538 1.97 -0.18 1.15
H -3.6654 -2.2458 4.7168 0.28 -0.42 0.00
H 1.3791 -3.7749 5.5848 -0.01 0.21 -0.22
C -2.3038 -3.9331 4.9383 0.83 0.30 0.49
H -1.1880 2.0737 -1.8946 -0.26 -0.09 0.30
H -3.0922 -0.0251 3.7659 0.15 -0.47 -0.55
N -10.9587 -5.8281 -2.5087 -1.99 -0.15 -0.07
N -1.8390 7.0724 0.3350 -0.10 -0.92 1.28
C -0.3022 8.7543 -0.5174 -0.61 -0.87 -1.47
H 5.0649 2.8909 5.2308 0.61 -0.50 -0.62
C -0.8393 -4.8447 -7.1010 0.97 0.56 1.30
H -3.0327 -4.5075 5.4693 -0.57 -0.68 -0.14
C -1.1965 7.5512 -0.9645 0.89 -0.19 -0.17
H 2.2977 -3.7590 -3.3024 -0.78 0.76 0.40
H 0.9414 -2.2473 7.3084 -0.80 -0.27 -0.28
C 4.1817 1.9548 -7.3171 0.47 0.39 -0.41
H -1.7777 -4.5224 4.1806 0.25 -0.50 0.81
H 6.3596 -0.8330 6.8037 -0.30 0.89 -0.20
H 1.4309 0.9360 -1.8273 -0.17 -0.03 0.84
O -1.4341 2.6098 0.6938 0.15 0.00 1.69
Br -1.2012 -1.1151 -1.9166 -0.12 -0.18 0.11
C 1.3111 -3.3237 -2.9509 1.82 0.55 -0.40
C -1.9384 -1.8912 3.5477 0.36 0.17 -0.89
H -8.6547 -4.4446 -0.3690 0.30 -0.35 1.10
H -8.1421 -6.5824 -2.6004 -0.70 -0.16 -0.52
H -10.4277 -6.2713 -0.5414 0.16 -0.23 -0.28
C 6.4389 1.2344 -7.7263 -0.47 -0.23 -0.48
H 1.3558 -5.6308 -3.9172 -0.59 -0.15 0.03
H 1.4988 0.6674 -0.1559 -0.34 0.03 -0.17
N 0.8942 1.0314 -0.9016 0.25 -0.43 -0.69
H -1.9920 3.9311 2.2789 -0.09 -0.35 -0.26
C -0.0191 2.8340 0.6542 -0.80 0.97 -0.88
H -0.3799 -2.6256 -5.2164 -0.23 0.41 -0.12
C -0.2692 -2.5107 5.5106 -0.73 2.31 0.92
C -1.2421 -2.6590 2.3427 0.32 1.39 0.66
H -0.7151 -3.6919 -3.1799 -0.15 -0.23 -0.04
H 1.4876 9.1735 2.0457 -0.32 0.01 -0.37
H 5.6439 2.9799 8.8764 -0.06 0.23 0.19
C -2.3091 7.8783 -1.9613 1.41 0.64 -0.79
H 7.3422 0.7543 -7.3574 -0.20 -0.03 0.26
H 4.1571 -0.7775 -8.2454 -0.02 -0.14 -0.63
C -9.8692 -5.9965 -1.4451 -0.43 1.67 0.48
H 6.8273 1.7130 8.6837 0.22 0.29 -0.44
H 4.1569 -0.5835 6.2500 -0.18 -0.90 0.44
H 0.2145 9.1984 -1.3896 0.14 -0.65 0.12
H -1.4339 -5.7209 -7.2501 -0.64 -0.19 -0.33
H -0.5015 6.7294 -1.3610 -1.12 0.97 0.90
H -1.1935 -3.9399 -7.5927 -0.06 -0.27 -0.30
H -1.4034 2.3816 2.8653 0.08 -0.13 -0.59
H 4.2612 -0.0511 4.5659 0.48 0.03 -0.56
H 0.3939 -3.9711 4.1850 0.04 -0.73 -0.79
H 6.0547 0.7104 -8.5885 0.12 -0.38 -0.28
C -2.6340 -0.6714 2.9896 0.79 0.84 -1.01
H -8.6535 -4.3572 -2.0795 0.28 0.19 -0.41
H 7.5165 3.8280 7.5779 0.97 0.79 1.09
H 0.9249 -3.7105 -5.7627 0.13 0.34 0.49
H -2.2145 6.1323 0.3185 -0.35 -0.52 -0.87
C -1.4442 -3.2876 6.0491 -0.18 -0.87 -1.40
H 4.0275 1.4355 -8.2549 -0.47 0.26 -0.22
H -9.2559 -1.9713 -0.3830 -0.63 -0.88 -0.61
H 4.3840 2.5276 7.1837 0.06 -1.31 -0.50
H 2.4147 -0.4332 -6.0584 -0.19 0.02 1.82
H -8.3033 -7.5120 -1.2164 -0.42 0.20 0.45
O 2.6267 -0.4412 -6.9716 0.25 0.04 -2.15
H 6.6072 1.2072 -5.0653 0.51 0.15 0.11
H -9.4988 -7.8050 -2.3849 -0.27 -0.96 -1.00
H 0.1887 -5.1072 -7.3957 -0.19 0.33 -0.11
H -1.7768 8.0138 -2.9539 -0.79 0.34 1.11
C 0.5623 2.4909 -0.7276 0.74 -1.00 0.27
H 6.7904 -0.3846 5.1425 -0.68 0.67 0.92
C 5.7906 2.0663 5.0809 -0.15 0.64 1.04
H -2.8073 8.8041 -1.6160 0.02 -0.43 -0.58
H 6.6699 2.2307 -8.0779 -0.04 0.37 0.32
H -3.4497 -3.2311 3.2690 -0.23 -0.12 0.27
C 4.9446 -0.1354 -6.3472 0.52 -1.07 0.64
O 0.5548 8.2195 0.4535 -0.25 1.47 0.04
Br 1.3369 0.4000 3.4488 0.20 0.06 -0.24
C 5.1052 1.6870 7.3475 -0.17 1.78 1.02
H 7.5102 0.4636 6.4633 0.11 0.73 0.41
H -0.1553 -0.8917 7.1086 -0.40 -0.12 -0.30
C -2.9253 -2.8468 4.1501 -1.89 0.78 -0.26
H 0.3345 -5.8302 -2.6422 -0.24 0.48 -0.57
C 4.2488 0.2447 5.5933 -0.96 1.73 1.26
C -9.2794 -4.5720 -1.2191 -1.45 0.30 -1.65
H -1.2078 6.9614 1.1509 0.38 0.90 -0.65
H 5.0167 1.9263 -4.7786 0.16 0.10 0.21
H -2.6346 7.6418 0.6486 0.32 0.31 -0.30
H -10.8389 -1.6371 -1.0471 -0.31 -0.18 -0.28
H 5.7718 1.5797 4.1551 -0.28 -0.28 -1.59
H 0.0415 2.7719 -2.8587 0.63 -0.07 -0.11
H 4.5288 2.9696 -7.5135 -0.49 0.08 0.10
H 6.7930 2.3619 5.3279 0.13 0.54 -0.25
C 3.9519 -0.8894 -7.1972 -0.80 -0.14 0.69
H -1.1756 -4.0094 6.7819 0.59 -0.59 0.61
H 3.3153 1.8416 -6.6864 -0.18 0.33 0.18
H -2.0857 -2.5747 6.5264 -0.43 0.44 0.59
H 1.1552 10.3086 0.7349 -0.09 -0.71 -0.39
H 1.2528 -1.1916 6.0585 -0.27 0.63 -0.08
N -1.0341 -1.4477 4.6335 2.10 -0.15 0.09
H 1.2201 -3.4364 -1.8711 -0.07 -0.20 -0.04
N 5.4506 1.0235 6.0794 -0.04 -0.84 -0.80
H 3.9984 -1.9626 -6.9281 0.45 0.42 -0.19
H 1.5612 -2.6049 4.2100 -0.98 -0.32 0.69
O -0.7504 -0.2969 4.8324 -0.97 -0.79 -0.78
H -11.5221 -4.9702 -2.3050 0.70 -0.28 -0.04
H -3.3361 -0.9792 2.1976 -0.09 0.06 0.66
H 4.7236 0.9659 8.0289 -0.73 -0.70 0.39
H 1.2552 -2.2455 -3.1278 0.39 -0.08 -0.01
H -0.8082 3.7844 -1.7317 -0.24 0.28 0.05
C -1.9813 2.8446 2.0463 1.97 0.67 -0.87
C 5.8723 1.8905 -5.4544 -1.68 0.15 -0.70
H -2.0807 -2.6313 1.6470 0.32 -0.70 -0.28
```
Positions in Å, forces in eV/Å.

Gap between HOMO and LUMO   6.4 eV
HOMO energy   -0.512 Ha
Total charge   +4
Calculated total energy   -272674.5112 eV

=====

[2]
One molecule with the formula C3H8OSi. Source: the Open Molecules 2025 dataset; level of theory: wB97M-V/def2-TZVPD.

The geometry in XYZ format:
```
13
Properties=species:S:1:pos:R:3:forces:R:3
H -2.9674 1.0312 1.0704 -0.12 0.14 0.21
C 2.4938 0.0532 -0.0018 -0.11 -0.05 -0.01
O -1.2000 -0.4937 0.0511 0.57 -0.53 0.05
H 2.4210 1.1315 0.1120 0.09 0.12 0.01
C 1.1399 -0.5719 -0.0256 -0.03 0.07 0.00
H 3.0817 -0.3503 0.8222 0.11 0.05 0.04
Si -2.7139 0.0877 -0.0223 -0.14 0.06 -0.02
H 1.1003 -1.6469 -0.1276 -0.16 -0.15 -0.01
H 0.0004 1.1900 0.1692 0.03 0.14 0.03
H 3.0273 -0.1677 -0.9261 0.11 0.05 -0.03
C 0.0093 0.1102 0.0684 0.37 0.10 -0.04
H -3.4514 -1.1580 0.1014 -0.56 -0.09 0.00
H -2.9410 0.7848 -1.2912 -0.14 0.09 -0.23
```
Positions in Å, forces in eV/Å.

Gap between HOMO and LUMO   9.8 eV
Structure (SMILES)   C/C=C/O[SiH3]
HOMO energy   -0.322 Ha
Energy above the lowest of the compared OMol25 structures with the same formula, charge and spin   0.580 eV
Calculated total energy   -13165.4480 eV